1.
The following is a quantum chemistry calculation of a cluster of 2 separate species, C4H7BrFN in total in a non-equilibrium geometry, from the Open Molecules 2025 dataset.

Output
- energy relative to the best compared isomer or geometry (same formula, charge and spin) (kJ/mol) = 84.2
- total energy (eV) = -78507.88120
- Kohn-Sham gap (eV) = 8.859
- total charge = 0

```
14
Properties=species:S:1:pos:R:3:forces:R:3:nbo_charge:R:1
C -1.3350 0.2335 -0.4438 0.987 0.421 -1.389 0.006
C -1.1010 -3.0185 -0.8093 -0.014 -1.091 0.076 -0.459
C -1.4460 1.5424 1.7687 -3.043 -2.104 -0.206 -0.461
C -0.9055 -2.6304 0.4114 0.847 2.085 -0.069 0.227
N -0.9238 1.0497 0.4707 -1.434 0.453 1.323 -0.582
F 0.0741 -1.6720 0.6722 -0.163 -1.355 0.007 -0.369
Br -3.1762 -0.0250 -0.5522 -1.212 -0.049 0.491 -0.018
H 0.0492 1.2018 0.4366 1.283 0.005 -0.213 0.396
H -0.3281 -2.7648 -1.4545 1.027 0.621 -1.497 0.218
H -1.8521 -3.6928 -1.1681 -0.360 -0.117 0.306 0.221
H -1.6345 2.5763 1.8472 0.724 1.394 -0.122 0.218
H -0.8259 1.0839 2.4916 0.938 0.262 1.020 0.213
H -2.4897 1.1467 2.0668 1.502 0.076 -1.168 0.223
H -1.5184 -2.6700 1.2457 -1.082 -0.601 1.441 0.167
```
Forces are in eV/Å.



2.
The following is a quantum chemistry calculation of a structure of composition C20H19CoN5O2S in a non-equilibrium geometry, from the Open Molecules 2025 dataset.

Output
- energy relative to the best compared isomer or geometry (same formula, charge and spin) (kJ/mol) = 550.0
- total energy (eV) = -81052.66743
- 2S+1 = 2
- Kohn-Sham gap (spin up / spin down) (eV) = 5.864 / 5.726
- total charge = 0

```
48
Properties=species:S:1:pos:R:3:forces:R:3:nbo_charge:R:1
Co 0.6697 1.2651 -1.5861 0.386 1.098 0.968 1.167
C 4.1535 -0.0920 2.9675 0.056 0.191 0.019 -0.618
C 4.4030 1.1864 2.1762 -0.213 -0.295 0.272 -0.212
N 4.1640 1.0090 0.7588 0.468 -0.012 0.211 -0.592
C 2.9534 0.8566 0.2109 -0.280 0.266 -1.766 0.342
S 2.9166 1.1332 -1.5326 0.630 -0.124 0.016 -0.430
N 1.9154 0.5437 0.9310 0.108 -0.388 1.902 -0.469
N 0.7474 0.5944 0.2925 -1.021 0.527 -1.460 -0.252
C -0.4311 0.4670 0.8091 1.076 -0.643 0.605 0.267
C -0.7095 0.0627 2.2166 0.178 0.068 -0.075 -0.676
C -1.4789 0.9967 -0.0854 0.357 1.087 -0.161 -0.211
C -2.9660 0.6408 -0.0107 0.131 -0.292 0.257 -0.257
C -3.8164 1.7670 -0.4760 -0.165 0.181 -0.567 -0.030
C -3.5951 2.4450 -1.6150 -0.677 -0.127 0.572 -0.330
C -2.4466 2.3397 -2.4950 0.415 -0.229 -0.351 0.141
N -1.4896 1.4919 -2.5053 -0.277 0.043 -0.526 -0.484
H 4.4314 0.0619 4.0067 0.033 -0.029 0.166 0.205
H 4.7419 -0.9115 2.5635 0.077 -0.108 -0.029 0.203
H 3.1005 -0.3518 2.9159 -0.012 -0.068 0.010 0.230
H 5.4416 1.5031 2.2871 -0.102 0.054 -0.001 0.198
H 3.7450 1.9759 2.5569 0.124 0.022 -0.021 0.197
H 4.8835 1.3012 0.1150 -0.204 -0.024 0.088 0.412
H 0.1561 -0.4505 2.6277 0.012 0.009 0.061 0.247
H -1.5789 -0.5923 2.2545 -0.035 -0.023 0.065 0.215
H -0.9157 0.9504 2.8179 -0.047 0.002 0.063 0.250
H -3.3192 0.2011 0.9219 -0.039 -0.004 -0.078 0.230
H -4.6974 1.9860 0.1093 -0.061 0.157 -0.004 0.222
H -4.2952 3.2223 -1.8853 -0.036 0.068 0.012 0.228
H -2.3719 3.1156 -3.2490 0.029 0.097 -0.034 0.201
O -1.8430 3.2364 0.7122 -0.489 0.482 0.642 -0.650
C -1.1249 2.5654 0.0098 -0.238 -0.926 -0.041 0.811
O -0.0965 2.8827 -0.6343 0.976 0.673 -0.494 -0.770
C -1.4381 0.4205 -1.5576 -0.813 -0.510 0.266 0.255
C -2.7460 -0.3278 -1.2188 -0.170 -0.003 -0.282 -0.280
C -2.5026 -1.7347 -0.8367 1.033 -0.160 -0.081 -0.008
C -1.2635 -2.3102 -0.8938 -1.280 0.565 0.068 -0.152
C -1.0449 -3.6668 -0.5019 0.554 -1.009 0.169 -0.148
C 0.1649 -4.2634 -0.6576 -1.394 -0.317 0.579 -0.228
C 1.2477 -3.5527 -1.2226 0.333 1.390 -0.580 -0.143
C 1.0904 -2.2581 -1.6252 1.217 -0.976 0.104 -0.227
C -0.1403 -1.5820 -1.4583 -0.727 2.132 -0.951 0.272
N -0.2679 -0.3302 -1.8887 0.022 -2.587 0.221 -0.501
H -3.5276 -0.2418 -1.9819 0.015 -0.162 0.110 0.241
H -3.3649 -2.3174 -0.5394 -0.005 -0.147 0.090 0.215
H -1.8817 -4.2019 -0.0740 -0.003 -0.095 0.020 0.215
H 0.3088 -5.2890 -0.3482 -0.049 -0.034 0.020 0.222
H 2.2037 -4.0458 -1.3307 0.048 0.058 -0.062 0.225
H 1.9130 -1.7035 -2.0514 0.058 0.125 -0.011 0.255
```
Forces are in eV/Å.



3.
The following is a quantum chemistry calculation of the molecule C2H2O3S in a non-equilibrium geometry, from the Open Molecules 2025 dataset.

Output
- energy relative to the best compared isomer or geometry (same formula, charge and spin) (kJ/mol) = 286.2
- total energy (eV) = -19081.47858
- Kohn-Sham gap (eV) = 9.762
- total charge = 0

```
8
Properties=species:S:1:pos:R:3:forces:R:3:nbo_charge:R:1
C 0.2918 -0.1430 0.1726 -0.083 2.539 -0.422 0.557
C 1.6058 0.0114 0.1228 -1.813 -1.989 -0.166 -0.574
O -2.7444 -0.0224 -0.8741 0.125 0.127 -0.694 -0.837
O -0.5724 1.0800 0.1923 -0.433 -3.505 -0.115 -0.690
O -0.6242 -1.1237 0.1244 -0.657 0.383 0.139 -0.653
S -1.9297 -0.0011 0.2856 1.278 0.472 1.073 1.707
H 2.2632 -0.8480 -0.0279 0.030 0.779 0.217 0.244
H 1.7099 1.0470 0.0043 1.554 1.194 -0.032 0.245
```
Forces are in eV/Å.



4.
The following is a quantum chemistry calculation of a structure of composition C31H41B4CaClF5LiNO20S in a non-equilibrium geometry, from the Open Molecules 2025 dataset.

Output
- total energy (eV) = -133547.77945
- Kohn-Sham gap (eV) = 1.400
- total charge = -1

```
106
Properties=species:S:1:pos:R:3:forces:R:3:mulliken_charge:R:1
C 5.8485 -2.3674 -0.3588 -0.606 -0.561 0.278 -0.650
C 5.6347 -3.0631 -1.7076 0.312 -0.556 0.883 -0.458
O 6.1683 -2.3782 -2.8475 -0.361 0.131 0.171 -0.418
C 5.6632 -1.1168 -3.0510 -0.352 0.363 -1.203 0.109
C 4.1104 -1.0333 -3.0961 0.124 -0.354 1.551 -0.190
O 3.5714 0.2020 -3.5463 1.017 -0.345 -0.370 -0.345
C 3.7324 1.2432 -2.6381 -1.743 0.731 -0.699 -0.882
B 2.5426 1.4156 -1.5753 -1.200 0.808 -0.113 1.294
O 2.6566 2.1960 -0.4185 1.451 -0.807 -0.207 -0.600
B 2.6525 1.2746 0.6289 -0.225 -0.359 0.575 0.719
O 2.1852 -0.0066 0.3997 0.098 1.105 -0.415 -0.315
B 1.2663 -0.1057 -0.6682 -1.533 -1.108 0.282 0.017
C 0.1787 -1.2272 -0.6242 1.114 0.844 -0.552 -0.481
C -0.7752 -1.2586 -1.8186 -0.922 -0.872 0.461 0.913
C -0.1316 -1.8430 -3.0777 -0.572 0.398 -0.015 -1.289
O -1.7945 -2.1514 -1.3783 0.153 1.601 -2.494 -0.286
O 1.3615 0.7660 -1.7379 1.240 -0.455 0.068 -0.319
H 5.8022 -1.2731 -0.3883 0.112 -0.001 -0.035 0.075
H 6.7582 -2.6777 0.1514 0.259 0.411 -0.312 0.311
H 5.0246 -2.6828 0.2923 0.012 0.140 -0.053 0.311
H 6.1719 -4.0103 -1.6647 0.074 0.099 -0.221 0.373
H 4.5845 -3.3492 -1.8337 0.013 0.379 -0.361 0.280
H 6.0274 -0.7850 -4.0305 0.085 0.003 0.083 0.271
H 6.1376 -0.4065 -2.3066 -0.227 -0.094 0.116 -0.415
H 3.7609 -1.8687 -3.6997 -0.113 0.359 -0.371 0.473
H 3.7210 -1.2217 -2.0814 0.003 -0.048 -0.089 0.149
H 4.6668 1.2126 -2.1095 -1.551 -1.134 -0.397 -0.021
H 3.7438 2.1771 -3.2303 0.128 0.004 0.110 0.649
H 3.0739 1.5122 1.7086 0.070 0.305 -0.068 -0.197
H 0.7237 -2.1832 -0.6238 -0.258 -0.084 0.329 0.730
H -0.4107 -1.1348 0.3006 0.380 0.756 -0.706 -0.601
H -1.2879 -0.3146 -2.0175 0.640 0.186 0.014 0.226
H -0.8502 -2.5487 -3.4963 0.110 -0.073 0.026 0.379
H -0.0175 -1.0459 -3.8149 0.354 -0.112 -0.011 0.271
H 0.8100 -2.3657 -2.8891 0.014 0.019 -0.044 0.140
H -2.0365 -1.8864 -0.4863 -0.913 0.171 -0.358 -0.018
Cl -1.7136 -3.9260 0.1410 0.950 -1.723 2.805 -0.673
Li -0.8272 -2.1532 1.5029 -0.998 -1.555 0.499 0.967
Ca 6.2216 1.7528 -1.5717 2.917 0.517 1.321 1.349
C -0.6531 -5.3507 4.6361 -0.133 -0.113 -0.028 -0.342
C -0.1659 -6.1478 5.5827 0.029 0.066 0.003 -0.313
C 0.8653 -5.6684 6.5378 -0.075 -0.018 -0.082 0.361
O 1.3116 -6.3917 7.3988 0.055 -0.032 0.090 -0.546
C 1.3301 -4.2632 6.3953 0.010 0.036 -0.009 -0.348
C 0.8413 -3.4686 5.4481 0.056 0.028 0.027 -0.377
C -0.1866 -3.9536 4.4992 -0.078 -0.025 -0.078 0.291
O -0.6388 -3.2309 3.6328 0.175 0.360 -0.283 -0.515
H -1.4045 -5.6784 3.9284 0.019 0.078 -0.059 0.473
H -0.4929 -7.1726 5.7014 0.029 -0.008 0.025 0.408
H 2.0813 -3.9308 7.1002 0.004 -0.040 0.019 0.406
H 1.1662 -2.4430 5.3270 -0.024 0.007 -0.017 0.423
B -3.7959 0.2431 -0.2269 -0.317 0.392 -0.220 0.336
F -4.6922 -0.2798 -1.1382 0.077 -0.258 0.155 -0.375
F -4.3140 1.3818 0.3925 0.101 0.013 0.205 -0.348
F -3.4948 -0.7292 0.7890 0.448 -0.370 0.252 -0.391
F -2.5581 0.5490 -0.8498 0.111 0.168 0.355 -0.281
C 2.1146 4.4966 4.3492 0.076 0.087 0.054 -0.764
C 2.6878 5.9085 4.5404 0.011 -0.081 -0.043 -0.642
C 4.0846 5.7640 5.1649 -0.369 0.310 -0.015 -0.657
S 4.7031 4.1662 4.6300 -0.328 0.140 -0.206 1.176
O 4.8401 3.3152 5.7812 0.188 -0.072 -0.041 -0.658
O 5.7821 4.3668 3.6959 0.261 -0.181 -0.005 -0.688
C 3.2362 3.6735 3.7187 -0.336 0.107 0.123 -0.451
H 1.2241 4.5032 3.7226 -0.006 -0.010 0.013 0.364
H 1.8422 4.0747 5.3186 0.001 -0.050 -0.026 0.357
H 2.7688 6.3991 3.5685 0.008 -0.001 0.000 0.288
H 2.0432 6.5247 5.1648 0.004 0.004 -0.004 0.348
H 4.7629 6.5422 4.8255 0.145 -0.111 0.036 0.349
H 4.0428 5.7569 6.2521 0.055 -0.114 0.001 0.357
H 3.0874 2.6006 3.8097 0.170 -0.018 0.074 0.363
H 3.3871 3.9452 2.6741 0.060 0.019 0.014 0.211
C -3.5254 2.8034 -3.4068 0.587 0.089 0.041 0.743
O -3.8265 3.5522 -4.3752 -0.526 -0.118 0.135 -0.766
O -2.1294 2.7724 -3.1900 -0.407 0.061 -0.177 -0.369
O -4.2372 2.1379 -2.6645 -0.039 0.330 -0.340 -0.472
H -1.9040 3.3779 -3.9131 0.442 -0.062 0.131 0.229
N 9.6331 -1.6026 1.0941 0.407 -0.009 0.273 0.980
O 8.6702 -1.2327 0.3591 -0.548 0.298 -0.384 -0.683
O 9.6394 -2.7554 1.5457 -0.174 0.063 -0.136 -0.616
O 10.5498 -0.8101 1.3491 -0.109 0.086 -0.103 -0.650
C -8.1040 6.3012 -0.7730 0.100 0.072 0.087 -1.048
C -8.7145 5.6936 -1.7970 -0.106 0.213 0.349 0.334
C -7.9454 4.9145 -2.8307 0.516 -0.127 -0.001 0.979
O -8.5767 4.3756 -3.7227 -0.377 0.179 0.070 -0.642
C -6.5051 4.8568 -2.7043 -0.041 -0.186 -0.442 -0.665
C -5.8884 5.4674 -1.6849 0.101 -0.275 -0.317 0.302
C -6.6548 6.2222 -0.6388 -0.317 0.032 0.089 0.910
O -6.0455 6.7461 0.2778 0.212 0.009 -0.080 -0.660
O -4.5672 5.4415 -1.5435 -0.153 0.327 0.277 -0.483
O -10.0341 5.7337 -1.9729 0.030 -0.131 -0.230 -0.589
H -8.6469 6.8616 -0.0248 -0.019 -0.022 0.002 0.396
H -5.9523 4.3081 -3.4611 0.100 -0.041 0.113 0.427
H -4.3781 5.9483 -0.7346 0.058 -0.086 0.073 0.334
H -10.2000 5.2120 -2.7824 0.020 -0.057 -0.021 0.366
F -6.9204 -6.1234 -4.7462 -0.031 -0.028 -0.032 -0.338
C -6.0152 -5.6932 -3.8320 0.174 0.094 0.192 0.325
C -6.3849 -5.6137 -2.5059 -0.243 -0.093 0.100 -0.357
C -5.4543 -5.1775 -1.5723 0.076 -0.033 -0.219 -0.593
C -4.1756 -4.8186 -1.9744 0.135 0.066 0.200 0.322
C -3.8272 -4.9015 -3.3143 -0.166 -0.083 0.047 -0.321
C -4.7490 -5.3465 -4.2529 0.107 -0.019 -0.241 -0.397
H -7.3894 -5.8896 -2.2117 -0.012 -0.001 -0.039 0.394
H -5.7282 -5.1155 -0.5277 -0.017 0.044 0.003 0.375
H -3.4503 -4.4742 -1.2431 -0.217 -0.031 -0.229 -0.140
H -2.8323 -4.6175 -3.6313 -0.001 0.022 0.019 0.308
H -4.4915 -5.4247 -5.3015 -0.047 0.017 -0.011 0.398
```
Forces are in eV/Å.



> What is the formula in the first record?

C4H7BrFN



> What is the total energy in the fourth record?

-133547.77945 eV